Entry 1:
This record from the OMol25 dataset describes C2H3N3O as an isolated structure. The level of theory is ωB97M-V/def2-TZVPD.

Positions of all 9 atoms, in Å:
N (1.38561, 0.12607, -0.26581)
C (0.10640, -0.07229, -0.60111)
C (-1.08870, -0.12467, 0.15710)
N (-1.19239, 0.09446, 1.42543)
N (-1.37727, 0.27405, 2.53219)
O (-0.26088, -0.26595, -1.81941)
H (2.09116, 0.11564, -0.98573)
H (1.66888, 0.23718, 0.69365)
H (-1.38594, -0.32394, -1.22511)

Its HOMO energy is -8.504 eV. The calculation puts the energy relative to the best compared isomer or geometry (same formula, charge and spin) at 82.88 kcal/mol. As for the total energy: -8636.900 eV.

---

Entry 2:
This record from the OMol25 dataset describes an isolated ion of composition C6H6N and charge +1. The level of theory is ωB97M-V/def2-TZVPD.

Positions of all 13 atoms, in Å:
C (2.17410, -0.26561, -0.00306)
C (1.86166, 0.93015, -0.13450)
N (1.03267, 1.84087, 0.07087)
C (-0.42808, 0.99088, 0.02812)
C (-0.61879, -0.50606, -0.13791)
C (0.22445, -1.51370, -0.10798)
C (1.64413, -1.49576, 0.14874)
H (1.05671, 2.85388, 0.41841)
H (-1.13910, 1.33706, -0.81387)
H (-0.83013, 1.25380, 1.05472)
H (-1.69548, -0.66812, -0.41549)
H (-0.09457, -2.55114, -0.26589)
H (2.21499, -2.31804, 0.57931)

Its HOMO energy is -14.162 eV. Its SMILES is C1=C=[NH+]CC=CC=1. Its net charge is +1. The calculation puts the energy relative to the best compared isomer or geometry (same formula, charge and spin) at 70.10 kcal/mol. As for the total energy: -7796.703 eV.

---

Entry 3:
This record from the OMol25 dataset describes an isolated ion of composition CH2NOS2 and charge -1. The level of theory is ωB97M-V/def2-TZVPD.

Positions of all 7 atoms, in Å:
N (-0.31785, -0.75634, 1.35511)
S (-1.34224, -0.21074, 0.00518)
C (0.32562, 0.41718, -1.24603)
O (1.35846, 0.09112, -0.72095)
S (-0.26649, 1.17691, -2.51057)
H (-0.40677, -0.18871, 2.21849)
H (0.64927, -0.52941, 0.89878)

Its HOMO energy is -3.241 eV. Its SMILES is NSC([O-])=S. Its net charge is -1. The calculation puts the energy relative to the best compared isomer or geometry (same formula, charge and spin) at 9.75 kcal/mol. As for the total energy: -26278.609 eV.

---

Entry 4:
This record from the OMol25 dataset describes C5H11N3O2S as an isolated structure. The level of theory is ωB97M-V/def2-TZVPD.

Positions of all 22 atoms, in Å:
C (-2.21171, -1.53435, 0.47576)
C (-1.07020, 0.52361, 0.23902)
C (-0.94469, 2.83541, -0.13438)
C (0.15242, -0.92522, -1.69977)
C (1.86000, -1.20171, 1.40041)
N (-1.29904, -0.69542, 0.78022)
N (-1.45277, 1.64610, 0.45616)
N (0.40433, 0.15203, -0.82413)
O (2.80667, -0.30960, -0.86411)
O (1.80576, 1.42841, 0.72240)
S (1.79004, 0.12276, 0.06345)
H (-2.15511, -2.49909, 1.16458)
H (-2.98474, -1.29672, -0.18051)
H (-1.69148, 3.50616, 0.06300)
H (-0.71615, 2.70243, -1.28865)
H (-0.10241, 3.14325, 0.43109)
H (-0.23076, -0.41480, -2.69142)
H (1.21483, -1.31040, -2.02878)
H (-0.48155, -1.66320, -1.20771)
H (2.00521, -2.25600, 1.17913)
H (2.53107, -0.87376, 2.15560)
H (0.77029, -1.07991, 1.78864)

Its HOMO energy is -9.730 eV. The calculation puts the energy relative to the best compared isomer or geometry (same formula, charge and spin) at 77.81 kcal/mol. As for the total energy: -24759.448 eV.